{
  "formula": "C65H166N8O23",
  "method": "ωB97M-V with the def2-TZVPD basis set",
  "e_lumo_ev": 0.528,
  "multiplicity": 1,
  "e_homo_ev": -8.3872,
  "orbital_gap_ev": 8.916,
  "largest_force_ev_per_a": 3.80,
  "e_tot_ev": -129095.383,
  "symbols": ["C", "C", "O", "O", "H", "H", "H", "H", "H", "H", "C", "C", "C", "O", "H", "H", "H", "H", "H", "H", "H", "H", "C", "C", "C", "O", "H", "H", "H", "H", "H", "H", "H", "H", "C", "C", "C", "O", "H", "H", "H", "H", "H", "H", "H", "H", "C", "C", "C", "O", "H", "H", "H", "H", "H", "H", "H", "H", "C", "C", "C", "O", "H", "H", "H", "H", "H", "H", "H", "H", "C", "O", "C", "C", "N", "C", "C", "O", "C", "H", "H", "H", "H", "H", "H", "H", "H", "H", "H", "H", "H", "H", "H", "H", "C", "O", "C", "C", "N", "C", "C", "O", "C", "H", "H", "H", "H", "H", "H", "H", "H", "H", "H", "H", "H", "H", "H", "H", "C", "O", "C", "C", "N", "C", "C", "O", "C", "H", "H", "H", "H", "H", "H", "H", "H", "H", "H", "H", "H", "H", "H", "H", "C", "O", "C", "C", "N", "C", "C", "O", "C", "H", "H", "H", "H", "H", "H", "H", "H", "H", "H", "H", "H", "H", "H", "H", "C", "O", "C", "C", "N", "C", "C", "O", "C", "H", "H", "H", "H", "H", "H", "H", "H", "H", "H", "H", "H", "H", "H", "H", "C", "O", "C", "C", "N", "C", "C", "O", "C", "H", "H", "H", "H", "H", "H", "H", "H", "H", "H", "H", "H", "H", "H", "H", "C", "O", "C", "C", "N", "C", "C", "O", "C", "H", "H", "H", "H", "H", "H", "H", "H", "H", "H", "H", "H", "H", "H", "H", "C", "O", "C", "C", "N", "C", "C", "O", "C", "H", "H", "H", "H", "H", "H", "H", "H", "H", "H", "H", "H", "H", "H", "H"],
  "coordinates": [[0.6285, -1.4048, 1.9949], [-0.0309, -0.9290, 0.7277], [-0.1452, 0.4942, 0.7359], [2.0174, -1.1110, 1.9345], [0.6035, -2.4949, 2.0613], [0.1116, -1.1050, 2.8801], [-1.0400, -1.3692, 0.6680], [0.5714, -1.3067, -0.1511], [-0.0441, 0.7544, -0.3031], [2.0672, -0.2498, 2.3935], [2.8749, 3.5740, 4.0572], [2.7860, 2.5188, 2.9676], [4.0592, 2.3404, 2.1595], [2.4239, 1.2556, 3.5088], [2.1664, 3.3676, 4.8379], [2.6349, 4.4990, 3.5389], [3.8205, 3.6841, 4.4894], [1.9128, 2.8076, 2.2673], [3.8337, 1.9093, 1.1832], [4.8641, 1.7840, 2.6454], [4.5496, 3.3363, 1.8957], [1.7454, 1.2727, 4.2015], [0.5931, -6.3999, 0.7444], [0.3091, -4.8217, 0.7693], [-0.4120, -4.2629, -0.4081], [-0.3313, -4.4450, 2.0394], [-0.2523, -6.9639, 0.3500], [0.7874, -6.8000, 1.8050], [1.5010, -6.6376, 0.1785], [1.2628, -4.2851, 0.8733], [0.2290, -4.3511, -1.2647], [-0.7545, -3.2134, -0.2887], [-1.2726, -4.8820, -0.6878], [-1.2494, -4.7905, 1.9972], [-4.5572, 3.8656, -4.1265], [-6.0216, 4.2141, -3.9535], [-6.9720, 3.0078, -4.1582], [-6.3252, 4.7354, -2.6654], [-4.0076, 4.7837, -4.1717], [-4.4882, 3.2963, -5.0843], [-4.1677, 3.2495, -3.2935], [-6.3579, 4.9934, -4.6794], [-7.9098, 3.4655, -3.8364], [-6.6884, 2.0787, -3.6591], [-7.1272, 2.7489, -5.2387], [-5.7788, 4.3034, -2.0196], [6.9610, -5.9722, 1.0267], [7.8899, -4.8806, 0.3050], [7.9383, -5.0853, -1.2045], [7.3767, -3.6253, 0.6439], [6.6886, -5.5719, 2.0244], [7.4791, -6.9452, 1.1528], [6.0392, -6.0919, 0.4583], [8.9381, -4.8869, 0.7217], [6.9341, -5.0110, -1.6174], [8.2865, -6.1024, -1.3695], [8.7362, -4.4300, -1.5984], [6.6056, -3.3492, 0.1257], [-3.1481, 1.8488, -1.0171], [-3.2075, 3.1402, -0.1849], [-1.8875, 3.6844, 0.2631], [-3.9128, 4.1554, -0.9202], [-2.7127, 0.9733, -0.3906], [-2.6836, 1.8429, -1.9573], [-4.1792, 1.5338, -1.1782], [-3.7576, 2.8428, 0.6989], [-1.5004, 2.7564, 0.7217], [-1.8597, 4.6112, 0.9622], [-1.2636, 4.0238, -0.6111], [-3.8154, 5.0152, -0.5019], [2.4148, -3.4119, 6.3181], [3.5074, -2.5478, 5.9398], [3.3583, -1.9640, 4.7105], [4.5678, -1.1863, 4.1763], [5.4631, -2.1035, 3.4574], [6.8169, -1.5707, 3.2944], [7.6470, -1.5415, 4.5815], [7.9207, -2.9186, 4.9338], [8.4444, -2.9946, 6.2638], [2.0726, -4.0811, 5.5473], [1.5530, -2.7860, 6.5288], [2.7968, -4.0410, 7.1211], [2.4710, -1.2990, 4.7177], [3.1101, -2.8183, 4.0583], [4.9465, -0.7806, 5.1369], [4.1423, -0.4739, 3.4863], [5.5230, -2.9631, 4.0378], [6.7507, -0.5314, 2.8488], [7.3472, -2.1657, 2.4845], [7.1371, -1.0899, 5.4459], [8.6688, -1.0445, 4.4735], [7.9379, -2.4112, 7.0168], [9.4995, -2.7065, 6.1831], [8.5224, -4.0445, 6.5705], [-10.2489, 4.6550, 0.5891], [-9.1712, 3.8055, 0.7979], [-8.3453, 3.4336, -0.3378], [-6.9936, 3.0315, 0.1373], [-7.2631, 1.9612, 1.1662], [-6.0473, 1.4453, 1.8739], [-6.1624, -0.0429, 1.9939], [-4.8539, -0.5060, 2.2541], [-4.8881, -1.8461, 2.6426], [-11.0911, 4.2087, 0.0689], [-9.9117, 5.6202, 0.1919], [-10.7647, 4.9659, 1.5191], [-8.2702, 4.2289, -1.1050], [-8.7360, 2.5107, -0.6908], [-6.2957, 3.8235, 0.4909], [-6.4458, 2.4496, -0.6855], [-8.0577, 2.1444, 1.7858], [-5.8432, 1.9461, 2.8477], [-5.1783, 1.6978, 1.2245], [-6.4665, -0.2658, 0.9577], [-7.0015, -0.2871, 2.6922], [-3.9084, -2.2007, 2.9690], [-5.2645, -2.5037, 1.8912], [-5.5256, -1.9216, 3.5647], [0.8376, 8.1633, -6.4179], [0.3196, 7.6835, -5.2226], [-0.0478, 6.3191, -5.1395], [-0.4837, 6.0420, -3.7080], [-1.8554, 6.5952, -3.5883], [-2.1882, 6.5085, -2.1437], [-3.5328, 7.1898, -1.8353], [-3.8435, 6.9415, -0.5347], [-5.0485, 7.5927, -0.1063], [0.1633, 8.0346, -7.2463], [1.7416, 7.6044, -6.6350], [1.0681, 9.2238, -6.2959], [0.8386, 5.7219, -5.4234], [-0.9093, 6.2479, -5.8332], [0.2204, 6.5368, -3.0238], [-0.4745, 4.9765, -3.4385], [-1.7284, 7.5572, -3.8843], [-1.3781, 6.9002, -1.5067], [-2.1559, 5.4433, -1.8503], [-4.3108, 6.6897, -2.5184], [-3.4967, 8.2731, -2.0141], [-4.9237, 8.6893, -0.0468], [-5.2731, 7.1327, 0.8551], [-5.8305, 7.3308, -0.8637], [-1.3288, 2.3446, -5.5891], [-1.1649, 1.9053, -4.2603], [-0.5609, 0.5829, -4.2302], [-0.4672, 0.1780, -2.7935], [0.1774, 1.1538, -1.8985], [1.6350, 1.1036, -2.0578], [2.1041, 2.2512, -1.2114], [1.2661, 3.3589, -1.4382], [1.6526, 4.4028, -0.5183], [-1.8409, 3.2632, -5.4992], [-1.8455, 1.6800, -6.2033], [-0.3393, 2.5401, -6.0357], [0.3926, 0.6911, -4.6274], [-1.1779, -0.1941, -4.7753], [0.1311, -0.7785, -2.7300], [-1.4786, 0.0690, -2.3698], [-0.1441, 2.1047, -2.2388], [1.8805, 1.1291, -3.0975], [1.9438, 0.1690, -1.6484], [3.1100, 2.4883, -1.5514], [2.2119, 2.0137, -0.1671], [1.7787, 4.0082, 0.5459], [0.9840, 5.1990, -0.3898], [2.5863, 4.8187, -0.7745], [-6.0282, -9.2778, 1.3102], [-4.8280, -8.5357, 1.4045], [-5.0724, -7.1503, 1.0755], [-3.8567, -6.4446, 0.4881], [-4.3562, -5.1102, 0.0254], [-4.9127, -4.9987, -1.3074], [-5.5481, -3.6110, -1.4310], [-4.5937, -2.6232, -1.2747], [-4.8399, -1.2960, -1.5236], [-5.7193, -10.2908, 1.6964], [-6.3382, -9.4393, 0.2861], [-6.7541, -8.7031, 1.9421], [-5.3656, -6.5019, 1.9681], [-5.8399, -7.0568, 0.2553], [-3.4103, -7.0853, -0.2997], [-3.0846, -6.3164, 1.1692], [-3.8431, -4.3600, 0.3558], [-5.6737, -5.8196, -1.4879], [-4.2140, -5.1291, -2.1630], [-6.2338, -3.6120, -0.6087], [-5.9752, -3.5453, -2.3992], [-5.4512, -0.8199, -0.7556], [-5.2717, -1.0841, -2.5099], [-3.8342, -0.8004, -1.5116], [7.0251, 0.4899, -1.8534], [6.0079, -0.3943, -1.4105], [6.0968, -0.6569, 0.0180], [4.8749, -1.4361, 0.3990], [4.7901, -2.6451, -0.4124], [3.7109, -3.5043, 0.0029], [3.6265, -4.7642, -0.7980], [3.0917, -4.4524, -2.0810], [3.5267, -5.3760, -3.1365], [6.6982, 1.5338, -1.7201], [7.3312, 0.2070, -2.8638], [7.8767, 0.3222, -1.2314], [5.9605, 0.3520, 0.4911], [7.0536, -1.0796, 0.1473], [3.9689, -0.7895, 0.3360], [5.0429, -1.6142, 1.4511], [4.7099, -2.3971, -1.3794], [2.7689, -2.8809, 0.0103], [3.9232, -3.8217, 1.0381], [3.1175, -5.6268, -0.2765], [4.6892, -5.0707, -0.8493], [4.5821, -5.2595, -3.4737], [2.8948, -5.0380, -3.9494], [3.4828, -6.4306, -2.7986], [-1.6272, -3.1117, -3.9845], [-0.6009, -2.6481, -4.8857], [0.7094, -3.1466, -4.6671], [1.6659, -2.2651, -5.5098], [3.0290, -2.8231, -5.6278], [4.0903, -2.1781, -4.8232], [3.8940, -0.7193, -4.6787], [3.8110, -0.2002, -5.9921], [3.4630, 1.1665, -5.9638], [-1.2780, -2.9560, -2.9251], [-1.7843, -4.2188, -4.1798], [-2.5060, -2.4899, -4.1788], [0.8260, -4.1897, -4.8949], [0.9327, -2.9766, -3.5137], [1.7318, -1.2104, -5.1328], [1.2282, -2.1816, -6.4644], [3.2531, -2.9482, -6.5925], [5.0279, -2.4097, -5.3021], [4.1527, -2.6003, -3.8399], [4.7322, -0.1906, -4.1493], [3.0216, -0.4249, -4.0870], [3.9641, 1.7258, -5.1508], [2.3971, 1.3344, -5.7999], [3.7521, 1.5602, -6.9154], [-2.4538, 4.1875, 3.8462], [-1.7215, 3.1625, 4.4588], [-1.2921, 2.1041, 3.6010], [-0.9588, 0.8758, 4.5184], [0.1929, 1.1971, 5.3562], [0.4884, 0.2226, 6.4429], [1.6608, 0.7543, 7.1948], [1.3022, 1.9849, 7.8377], [2.3375, 2.3156, 8.6997], [-3.0264, 4.7527, 4.6009], [-3.2414, 3.8023, 3.1459], [-1.8577, 4.8306, 3.1790], [-0.4398, 2.2936, 2.9853], [-2.1050, 1.7094, 2.9918], [-0.8394, -0.0518, 3.9353], [-1.8642, 0.7525, 5.1561], [-0.0263, 2.0781, 5.8369], [0.8753, -0.7234, 5.9269], [-0.3551, -0.0067, 7.1209], [2.5258, 0.8963, 6.5080], [1.9252, 0.0924, 7.9762], [2.1610, 3.2713, 9.1827], [3.3358, 2.2542, 8.2291], [2.2205, 1.5386, 9.5041]],
  "lowdin_charge": [-0.230, -0.259, -0.141, -0.082, 0.090, 0.086, 0.106, 0.118, 0.074, 0.046, -0.030, -0.470, -0.048, -0.094, 0.068, 0.083, 0.060, 0.127, 0.049, 0.075, 0.106, 0.042, -0.024, -0.425, -0.055, -0.096, 0.058, 0.102, 0.042, 0.105, 0.064, 0.069, 0.076, 0.083, -0.048, -0.477, -0.061, -0.076, 0.055, 0.093, 0.073, 0.145, 0.070, 0.070, 0.083, 0.028, -0.036, -0.473, -0.059, -0.093, 0.076, 0.073, 0.044, 0.145, 0.061, 0.073, 0.087, 0.046, -0.034, -0.456, -0.044, -0.076, 0.115, 0.037, 0.059, 0.094, 0.071, 0.108, 0.075, 0.051, -0.068, -0.189, -0.274, -0.177, -0.062, -0.207, -0.206, -0.210, -0.114, 0.077, 0.070, 0.092, 0.099, 0.124, 0.125, 0.080, 0.127, 0.124, 0.115, 0.103, 0.137, 0.078, 0.083, 0.086, -0.140, -0.200, -0.200, -0.196, -0.058, -0.203, -0.254, -0.180, -0.122, 0.081, 0.088, 0.088, 0.119, 0.112, 0.119, 0.130, 0.108, 0.127, 0.092, 0.103, 0.142, 0.085, 0.065, 0.101, -0.121, -0.219, -0.217, -0.202, -0.039, -0.199, -0.256, -0.236, -0.059, 0.079, 0.082, 0.094, 0.125, 0.130, 0.117, 0.115, 0.103, 0.118, 0.091, 0.139, 0.128, 0.094, 0.090, 0.102, -0.096, -0.191, -0.185, -0.181, -0.069, -0.155, -0.218, -0.183, -0.066, 0.064, 0.069, 0.095, 0.069, 0.143, 0.128, 0.106, 0.131, 0.092, 0.114, 0.126, 0.094, 0.095, 0.058, 0.073, -0.125, -0.208, -0.225, -0.189, -0.044, -0.204, -0.230, -0.188, -0.111, 0.103, 0.074, 0.100, 0.143, 0.115, 0.126, 0.075, 0.067, 0.130, 0.114, 0.116, 0.113, 0.070, 0.095, 0.083, -0.110, -0.225, -0.199, -0.198, -0.042, -0.212, -0.235, -0.206, -0.070, 0.091, 0.087, 0.068, 0.127, 0.096, 0.121, 0.081, 0.100, 0.122, 0.137, 0.113, 0.094, 0.087, 0.055, 0.092, -0.084, -0.247, -0.206, -0.171, -0.029, -0.174, -0.255, -0.176, -0.102, 0.075, 0.105, 0.082, 0.104, 0.140, 0.095, 0.107, 0.097, 0.124, 0.089, 0.136, 0.089, 0.095, 0.070, 0.082, -0.122, -0.180, -0.185, -0.169, -0.067, -0.177, -0.237, -0.192, -0.135, 0.094, 0.083, 0.074, 0.096, 0.116, 0.097, 0.127, 0.117, 0.115, 0.132, 0.134, 0.104, 0.085, 0.096, 0.101]
}

{
  "formula": "C14H54N4O13",
  "method": "ωB97M-V with the def2-TZVPD basis set",
  "e_lumo_ev": -0.003,
  "multiplicity": 1,
  "e_homo_ev": -8.7346,
  "orbital_gap_ev": 8.732,
  "largest_force_ev_per_a": 6.48,
  "e_tot_ev": -47965.169,
  "symbols": ["C", "C", "O", "H", "H", "H", "H", "H", "H", "C", "O", "N", "N", "H", "H", "H", "H", "C", "O", "N", "N", "H", "H", "H", "H", "C", "O", "H", "H", "H", "H", "C", "O", "H", "H", "H", "H", "C", "O", "H", "H", "H", "H", "C", "O", "H", "H", "H", "H", "C", "O", "H", "H", "H", "H", "C", "O", "H", "H", "H", "H", "C", "O", "H", "H", "H", "H", "C", "O", "H", "H", "H", "H", "C", "O", "H", "H", "H", "H", "C", "O", "H", "H", "H", "H"],
  "coordinates": [[0.0290, -10.7920, -20.7230], [-0.4100, -10.6330, -22.1510], [0.1670, -9.3990, -22.4900], [-0.4090, -11.6300, -20.2720], [-0.1380, -9.9350, -20.1290], [1.0780, -11.0520, -20.6170], [-1.4380, -10.5750, -22.2620], [-0.0550, -11.3360, -22.8460], [-0.1130, -8.7980, -21.7940], [8.0400, -7.9400, -21.0100], [6.6490, -7.8290, -20.8130], [8.5200, -8.1740, -22.1950], [8.9190, -7.8410, -20.0410], [7.9420, -8.1840, -23.0360], [9.5090, -8.1950, -22.5320], [8.5950, -7.9830, -19.0550], [9.8970, -8.0330, -20.2150], [6.0580, -10.6640, -22.8370], [7.4040, -10.9200, -22.8560], [5.4650, -9.5290, -22.4620], [5.0810, -11.3800, -23.3470], [6.0790, -8.9190, -21.8490], [4.5000, -9.6600, -22.2340], [5.3350, -12.3460, -23.6170], [4.0670, -11.0620, -23.4900], [2.5490, -9.7430, -24.3950], [2.2870, -10.7920, -23.5400], [1.6380, -9.4310, -24.9130], [3.2460, -10.0610, -25.1430], [2.9820, -8.8580, -23.8790], [2.0330, -10.3340, -22.7470], [4.1140, -6.3130, -22.9810], [3.0590, -5.3610, -23.0860], [4.9450, -5.8740, -22.4010], [4.4600, -6.4490, -24.0020], [3.7800, -7.1470, -22.3930], [2.2530, -5.7940, -23.3210], [1.1060, -7.6790, -19.0130], [1.2870, -7.5270, -20.4420], [1.4460, -6.8150, -18.4390], [1.5820, -8.5140, -18.5870], [0.0850, -7.8700, -18.6900], [1.0740, -6.6470, -20.6530], [3.7380, -10.0420, -20.1780], [2.9940, -9.4780, -21.1630], [3.0180, -10.3760, -19.4490], [4.4560, -9.3460, -19.7400], [4.1670, -10.8980, -20.5310], [2.4080, -8.7970, -20.8470], [4.2430, -6.6980, -18.6600], [3.9930, -7.6760, -17.6520], [3.4430, -5.9820, -18.6780], [4.2970, -7.0680, -19.6220], [5.1470, -6.2350, -18.3400], [3.4120, -7.2620, -17.0160], [7.0220, -8.5220, -17.4440], [8.4390, -8.5430, -17.4650], [6.6400, -7.8740, -16.6770], [6.6080, -9.5480, -17.3670], [6.7400, -8.1300, -18.3960], [8.7930, -9.4030, -17.1230], [5.0360, -13.6280, -20.5720], [5.0990, -15.0660, -20.7990], [4.4900, -13.4900, -19.5970], [4.6170, -13.1840, -21.3860], [5.9550, -13.1450, -20.4080], [4.3560, -15.3430, -20.3070], [3.7430, -10.6440, -16.5960], [2.9760, -10.5650, -15.3960], [4.6130, -10.0320, -16.6700], [3.0400, -10.1650, -17.2760], [3.9720, -11.6070, -16.9670], [2.4980, -9.7400, -15.3770], [7.4720, -11.2060, -19.5360], [8.2610, -12.1310, -20.2170], [6.5030, -11.0110, -19.9350], [7.8890, -10.1980, -19.6300], [7.2730, -11.5070, -18.5120], [8.7090, -11.6310, -20.8830], [0.5550, -11.1010, -17.3580], [-0.7860, -11.5140, -17.4850], [0.6930, -10.1810, -16.7670], [1.0350, -11.0640, -18.3030], [1.2080, -11.8620, -16.8120], [-0.8710, -12.3370, -17.9710]],
  "lowdin_charge": [-0.061, -0.259, -0.087, 0.057, 0.062, 0.076, 0.095, 0.104, 0.068, -0.561, -0.155, 0.172, 0.174, 0.123, 0.149, 0.069, 0.122, -0.594, -0.125, 0.148, 0.141, 0.047, 0.032, 0.131, 0.092, -0.173, -0.134, 0.086, 0.079, 0.081, 0.023, -0.149, -0.126, 0.084, 0.083, 0.044, 0.050, -0.101, -0.092, 0.080, 0.043, 0.090, 0.080, -0.145, -0.136, 0.065, 0.091, 0.045, 0.032, -0.119, -0.132, 0.073, 0.041, 0.079, 0.078, -0.141, -0.150, 0.081, 0.078, 0.040, 0.126, -0.113, -0.096, 0.100, 0.023, 0.037, 0.034, -0.144, -0.111, 0.045, 0.035, 0.077, 0.062, -0.187, -0.084, 0.042, 0.064, 0.083, 0.052, -0.181, -0.101, 0.083, 0.026, 0.103, 0.078]
}